Record 1
{
  "formula": "C4H5NO",
  "method": "ωB97M-V/def2-TZVPD",
  "symbols": ["N", "C", "C", "C", "C", "O", "H", "H", "H", "H", "H"],
  "xyz": [[-1.47, -0.10, -1.15], [-0.27, 0.02, -0.35], [-0.44, -0.48, 0.89], [0.89, -0.20, 1.44], [1.64, 0.41, 0.47], [0.92, 0.57, -0.70], [-1.94, 0.77, -1.42], [-1.43, -0.74, -1.96], [-1.82, -0.61, -0.09], [1.26, -0.43, 2.43], [2.66, 0.79, 0.43]],
  "homo_lumo_gap_ev": 8.7,
  "multiplicity": 1
}

Record 2
{
  "formula": "C2H9N3O",
  "method": "ωB97M-V/def2-TZVPD",
  "symbols": ["C", "C", "N", "N", "N", "O", "H", "H", "H", "H", "H", "H", "H", "H", "H"],
  "xyz": [[-0.52, -0.34, -0.43], [0.06, 0.83, -0.76], [-1.49, -0.92, -1.16], [0.13, -1.42, 0.38], [0.17, 2.03, -0.98], [1.18, 0.64, 1.61], [-2.14, -0.42, -1.75], [-1.76, -1.90, -0.84], [-0.63, -2.03, 0.83], [0.77, -0.79, 1.08], [0.67, -2.03, -0.28], [-0.14, 2.79, -0.30], [0.80, 2.35, -1.62], [2.13, 0.53, 1.75], [0.76, 0.70, 2.46]],
  "homo_lumo_gap_ev": 9.3,
  "total_charge": 2,
  "multiplicity": 1
}

Record 3
{
  "formula": "C12H16O6",
  "method": "ωB97M-V/def2-TZVPD",
  "symbols": ["C", "C", "C", "O", "C", "C", "C", "O", "O", "O", "H", "H", "H", "H", "C", "C", "O", "C", "H", "H", "H", "H", "H", "H", "C", "C", "O", "C", "H", "H", "H", "H", "H", "H"],
  "xyz": [[3.29, -0.49, -1.16], [2.97, -1.59, -0.19], [3.36, -1.46, 1.21], [3.04, -2.41, 2.03], [4.23, -0.41, 1.63], [4.47, 0.65, 0.57], [4.05, 0.63, -0.79], [4.38, 1.44, -1.56], [5.33, 1.74, 0.93], [2.30, -2.78, -0.55], [2.95, -0.45, -2.33], [4.45, -0.16, 2.65], [5.78, 1.57, 1.85], [2.16, -3.41, 0.14], [-3.89, 2.71, 1.11], [-4.02, 1.55, 1.96], [-4.68, 1.65, 2.98], [-3.49, 0.22, 1.40], [-4.43, 3.62, 1.35], [-4.19, 2.26, 0.14], [-2.79, 2.82, 1.08], [-2.47, 0.33, 1.12], [-4.04, -0.35, 0.71], [-3.38, -0.70, 2.26], [-2.08, 0.45, -2.27], [-1.94, -1.01, -1.97], [-2.89, -1.86, -2.23], [-0.64, -1.59, -1.42], [-1.43, 0.63, -2.99], [-1.88, 0.94, -1.43], [-3.24, 0.69, -2.59], [0.14, -1.73, -2.06], [-1.07, -2.49, -0.92], [-0.30, -0.99, -0.67]],
  "smiles": "O=C1C=C(O)C(=O)C=C1O.CC(C)=O.CC(C)=O",
  "homo_lumo_gap_ev": 7.1,
  "multiplicity": 1
}

Record 4
{
  "formula": "CH5NS2",
  "method": "ωB97M-V/def2-TZVPD",
  "symbols": ["C", "H", "H", "H", "H", "H", "N", "S", "S"],
  "xyz": [[1.29, 0.72, 0.29], [-0.24, 0.53, -1.03], [-0.32, 1.96, -0.04], [1.62, 1.41, 1.06], [-2.14, -1.37, 0.71], [-2.03, 0.56, 0.89], [0.15, 1.10, -0.30], [2.13, -0.64, -0.05], [-2.49, -0.30, -0.03]],
  "smiles": "NC=S.S",
  "homo_lumo_gap_ev": 8.9,
  "multiplicity": 1
}

Record 5
{
  "formula": "C5H7Cl2N",
  "method": "ωB97M-V/def2-TZVPD",
  "symbols": ["C", "C", "C", "C", "C", "N", "Cl", "Cl", "H", "H", "H", "H", "H", "H", "H"],
  "xyz": [[-0.73, -0.66, -0.36], [0.67, 0.95, 0.43], [-1.85, 0.11, -0.10], [-0.64, -2.12, -0.55], [2.05, 1.57, 0.37], [0.42, 0.05, -0.41], [-1.86, 1.78, -0.49], [-3.42, -0.56, 0.31], [-0.03, 1.39, 1.14], [0.04, -2.23, -1.38], [-1.59, -2.62, -0.61], [0.01, -2.62, 0.31], [1.86, 2.66, 0.70], [2.58, 1.40, -0.50], [2.50, 0.90, 1.15]],
  "smiles": "C/C=N/C(C)=C(Cl)Cl",
  "homo_lumo_gap_ev": 8.9,
  "multiplicity": 1
}

Record 6
{
  "formula": "C4H9NO2",
  "method": "ωB97M-V/def2-TZVPD",
  "symbols": ["C", "C", "O", "C", "C", "O", "N", "H", "H", "H", "H", "H", "H", "H", "H", "H"],
  "xyz": [[-2.31, -0.10, -0.31], [-0.80, 0.18, -0.80], [-0.41, 1.41, -0.50], [-0.19, -0.85, 0.04], [1.90, 0.13, -0.04], [2.57, -0.58, -0.76], [2.26, 0.46, 1.25], [-2.42, 0.11, 0.76], [-2.67, -1.10, -0.55], [-2.89, 0.64, -0.87], [-0.78, -0.11, -1.86], [0.97, 0.82, -0.36], [-0.14, -0.67, 1.11], [-0.13, -1.89, -0.28], [3.22, 0.29, 1.52], [1.81, 1.27, 1.65]],
  "homo_lumo_gap_ev": [7.5, 7.5],
  "multiplicity": 1
}

Energy relative to the best compared isomer or geometry (same formula, charge and spin)? In order: 101.6, 41.9, 129.4, 1.7, 30.7, 118.2 kcal per mole.
E? In order: -285.2527, -320.3713, -918.0770, -892.2097, -1169.7831, -362.8972 Ha.